Formula: C9H9NO2Si
Source: OMol25
Level of theory: ωB97M-V/def2-TZVPD

## Properties
**Multiplicity**: 1
**Energy**: -22935.1365 eV
**F_max**: 0.083 hartree/bohr
**Lowest unoccupied orbital energy (alpha / beta)**: -2.24 / -1.43 eV
**HOMO energy (alpha / beta)**: -8.3 / -9.3 eV

Element x y z (Å)
C (1.2820, 0.9628, 2.1555)
C (0.1530, 0.3306, 2.5167)
C (2.0289, 0.9050, 0.8774)
C (-0.6588, -0.6767, 1.8170)
C (-0.6576, -1.1817, 0.5474)
C (1.7140, 0.4593, -0.2591)
C (-1.7132, -1.4250, 2.5949)
C (-1.5785, -2.3323, 0.4199)
C (-0.9365, 0.8133, -1.6289)
N (-2.0629, -2.4325, 1.6719)
O (-2.1193, -1.3689, 3.7338)
O (-1.6695, -3.0753, -0.5288)
Si (0.6064, -0.2423, -1.5002)
H (1.5431, 1.6421, 2.9604)
H (-0.3465, 0.5478, 3.4531)
H (2.9091, 1.5853, 0.8842)
H (-1.5410, 0.1907, -2.2603)
H (-1.4825, 0.8963, -0.7354)
H (-0.7376, 1.8714, -1.9554)
H (-2.9214, -2.9674, 1.7588)
H (0.6492, -1.8617, -1.7431)
H (1.5312, -0.1240, -2.7260)

natural (NBO) population analysis, charges in e, atoms 1 to 5:
1 C -0.159
2 C -0.203
3 C -0.376
4 C -0.254
5 C 0.097

Formula: C7H17NO2
Source: OMol25
Level of theory: ωB97M-V/def2-TZVPD

## Properties
**Multiplicity**: 1
**SMILES string**: COC(C)(C)C.CC(N)=O
**Energy**: -13119.2061 eV
**F_max**: 0.077 hartree/bohr
**Lowest unoccupied orbital energy**: 0.71 eV
**HOMO energy**: -9.2 eV

Element x y z (Å)
C (0.3869, 1.5574, -1.0267)
O (0.2418, 0.3591, -0.2783)
C (-0.2067, -0.9713, -0.9874)
C (-1.7046, -0.9028, -1.2492)
C (0.1405, -2.1245, -0.0524)
C (0.5836, -1.1281, -2.2833)
H (1.0189, 2.2258, -0.4332)
H (0.9046, 1.4481, -1.9814)
H (-0.5898, 2.0252, -1.1804)
H (-2.2702, -0.8075, -0.3189)
H (-1.9510, -0.0506, -1.8893)
H (-2.0402, -1.8057, -1.7737)
H (1.1971, -2.0776, 0.2322)
H (-0.4396, -2.0857, 0.8730)
H (-0.0221, -3.0919, -0.5425)
H (0.3058, -0.3780, -3.0285)
H (0.3941, -2.1058, -2.7414)
H (1.6578, -1.0261, -2.1030)
C (-0.3279, 2.2118, 2.2257)
C (0.0391, 0.7717, 2.4738)
N (1.3348, 0.3803, 2.1805)
O (-0.6160, 0.0960, 3.2846)
H (-0.6959, 2.6716, 3.1462)
H (0.5097, 2.7965, 1.8367)
H (-1.1615, 2.2221, 1.5191)
H (1.4972, 0.0022, 1.2504)
H (1.8135, -0.2122, 2.8473)

natural (NBO) population analysis, charges in e, atoms 1 to 5:
1 C -0.250
2 O -0.612
3 C 0.299
4 C -0.644
5 C -0.639

Formula: C37H31CrN2O3S
Source: OMol25
Level of theory: ωB97M-V/def2-TZVPD

## Properties
**Multiplicity**: 4
**Expectation value of S²**: 3.848
**Energy**: -87233.7241 eV
**F_max**: 0.091 hartree/bohr
**Lowest unoccupied orbital energy (alpha / beta)**: -5.01 / -8.25 eV
**Net charge**: +2
**HOMO energy (alpha / beta)**: -11.5 / -13.3 eV

Element x y z (Å)
O (-7.2820, 1.2818, 0.7695)
C (-6.1776, 1.3769, 0.4071)
Cr (-4.2534, 1.4854, 0.2389)
C (-4.3813, 0.0840, 1.4734)
O (-4.6304, -0.6677, 2.3327)
C (-4.6583, 2.5385, 1.8017)
O (-5.0795, 2.9737, 2.7973)
C (-3.8516, 2.8567, -1.4326)
C (-4.3229, 1.6248, -1.9029)
C (-3.6872, 0.4364, -1.5022)
C (-2.4899, 0.4854, -0.7470)
C (-1.7817, -0.7106, -0.3662)
C (-1.4186, -1.6857, 0.2891)
C (-1.1989, -2.9177, 0.9107)
C (-0.9420, -2.9017, 2.3461)
C (-0.7810, -1.6405, 2.9713)
C (-0.6422, -1.4999, 4.3462)
C (-0.7817, -2.6189, 5.1760)
C (-0.9821, -3.8756, 4.5888)
C (-0.8728, -4.0322, 3.2012)
C (-1.6417, -4.0653, 0.1162)
C (-1.7375, -3.9105, -1.2936)
C (-2.2420, -4.9153, -2.1153)
C (-2.5630, -6.1682, -1.5709)
C (-2.4966, -6.3423, -0.1819)
C (-2.1228, -5.2851, 0.6542)
C (-2.1857, 1.7064, -0.0974)
C (-2.8009, 2.8992, -0.5121)
H (-4.3259, 3.7836, -1.7599)
H (-5.1971, 1.5707, -2.5536)
H (-4.0853, -0.5409, -1.7939)
H (-0.7669, -0.7410, 2.3574)
H (-0.4440, -0.5142, 4.7618)
H (-0.7840, -2.4958, 6.2612)
H (-1.1926, -4.7395, 5.2231)
H (-0.6993, -5.0262, 2.7763)
H (-1.4304, -2.9644, -1.7404)
H (-2.3694, -4.7315, -3.1821)
H (-2.9310, -6.9707, -2.2143)
H (-2.7529, -7.3061, 0.2589)
H (-2.2288, -5.3902, 1.7320)
H (-1.4243, 1.7057, 0.6894)
H (-2.4692, 3.8438, -0.0814)
C (1.4267, 0.2230, 1.4031)
C (2.9227, 0.1470, 1.1529)
C (3.4664, 1.4329, 0.5369)
C (3.3524, -1.1035, 0.3640)
C (4.8650, -1.1254, 0.3360)
C (5.4804, -2.4748, 0.0892)
N (4.7900, -3.4446, 0.9356)
C (5.3758, -4.6373, 1.3314)
C (4.5177, -5.3928, 2.1341)
C (4.9829, -6.5836, 2.6846)
C (6.2477, -7.0607, 2.3027)
C (7.0736, -6.3063, 1.4495)
C (6.6663, -5.0407, 0.9993)
S (2.9470, -4.6558, 2.2774)
C (3.4662, -3.2989, 1.2543)
N (2.7091, -2.3115, 0.9472)
H (0.8371, 0.3740, 0.4867)
H (1.1165, -0.7124, 1.8729)
H (1.2312, 1.0502, 2.1016)
H (3.3873, 0.0533, 2.1555)
H (3.1693, 1.5447, -0.5167)
H (3.0787, 2.2837, 1.1066)
H (4.5606, 1.4646, 0.5998)
H (2.9847, -1.0256, -0.6780)
H (5.1913, -0.4206, -0.4325)
H (5.2607, -0.7519, 1.2937)
H (5.3824, -2.7854, -0.9614)
H (6.5360, -2.4529, 0.3734)
H (4.3429, -7.0980, 3.3934)
H (6.6002, -8.0242, 2.6813)
H (8.0461, -6.6935, 1.1399)
H (7.3177, -4.3912, 0.4048)

Löwdin population analysis, charges in e, atoms 1 to 5:
1 O 0.204
2 C -0.049
3 Cr 0.268
4 C -0.101
5 O 0.176

Formula: C9H14Cl10N2O4
Source: OMol25
Level of theory: ωB97M-V/def2-TZVPD

## Properties
**Multiplicity**: 1
**SMILES string**: N#CO[C@@]1(N)COC(=O)O1.ClCCl.ClCCl.ClCCl.ClCCl.ClCCl
**Energy**: -145952.3987 eV
**F_max**: 0.086 hartree/bohr
**Lowest unoccupied orbital energy**: 0.39 eV
**HOMO energy**: -9.8 eV

Element x y z (Å)
N (-1.1887, 5.6856, 0.4541)
C (-0.8084, 4.7906, -0.1081)
O (-0.1506, 3.7868, -0.6376)
C (-0.5598, 2.4720, -0.1267)
N (0.6960, 1.8278, 0.1841)
C (-1.5885, 2.3849, 1.0130)
O (-2.8366, 2.0476, 0.3641)
C (-2.5785, 2.1446, -0.9667)
O (-3.2648, 2.4623, -1.8303)
O (-1.2234, 1.7968, -1.1744)
H (1.3421, 2.5262, 0.5305)
H (1.1103, 1.4963, -0.6824)
H (-1.3631, 1.4538, 1.5724)
H (-1.6027, 3.1344, 1.8203)
Cl (3.2723, 2.4363, -0.6699)
C (3.6613, 2.3580, -2.3941)
Cl (2.8507, 0.9925, -3.1676)
H (3.3334, 3.2774, -2.8686)
H (4.7343, 2.2426, -2.5076)
Cl (-0.0179, -0.8749, -0.0438)
C (0.8136, -2.2857, 0.6222)
Cl (0.8827, -2.2312, 2.3903)
H (0.2777, -3.1816, 0.3200)
H (1.8243, -2.3113, 0.2359)
Cl (2.4326, -2.7425, -2.2727)
C (1.0628, -3.1492, -3.3116)
Cl (-0.4387, -2.3780, -2.7764)
H (1.2847, -2.8131, -4.3194)
H (0.9252, -4.2258, -3.3022)
Cl (0.0265, 1.0430, 3.8946)
C (-0.1102, 0.3086, 5.4969)
Cl (-0.2145, -1.4524, 5.3971)
H (0.7672, 0.5743, 6.0776)
H (-1.0046, 0.6861, 5.9819)
Cl (-2.7902, -3.4741, 0.2722)
C (-2.5636, -4.8974, -0.7473)
Cl (-1.0894, -5.7754, -0.3146)
H (-3.4153, -5.5584, -0.6233)
H (-2.4883, -4.5774, -1.7820)

natural (NBO) population analysis, charges in e, atoms 1 to 5:
1 N -0.390
2 C 0.521
3 O -0.496
4 C 0.606
5 N -0.826

Formula: C3H4N2OS
Source: OMol25
Level of theory: ωB97M-V/def2-TZVPD

## Properties
**Multiplicity**: 1
**Energy**: -19033.3334 eV
**F_max**: 0.093 hartree/bohr
**Lowest unoccupied orbital energy**: -0.99 eV
**HOMO energy**: -8.7 eV

Element x y z (Å)
C (-1.1500, 0.2356, 0.1549)
C (-0.1196, 0.0530, -0.7636)
C (0.7507, -0.3883, 1.1456)
H (-2.5516, 2.5067, -0.2605)
H (-0.2276, 0.2357, -1.8234)
H (2.2240, -1.3867, -0.9181)
H (1.3388, -1.0361, 1.9685)
N (1.0258, -0.2251, -0.1650)
N (-0.5677, -0.0536, 1.3152)
O (2.1469, -0.4851, -0.8073)
S (-2.8698, 0.5439, 0.1538)

natural (NBO) population analysis, charges in e, atoms 1 to 5:
1 C -0.117
2 C -0.089
3 C 0.089
4 H 0.108
5 H 0.221

Formula: Cl3H2PSi
Source: OMol25
Level of theory: ωB97M-V/def2-TZVPD

## Properties
**Multiplicity**: 3
**Expectation value of S²**: 2.005
**Energy**: -54765.1371 eV
**F_max**: 0.048 hartree/bohr
**Lowest unoccupied orbital energy (alpha / beta)**: 0.49 / -3.93 eV
**HOMO energy (alpha / beta)**: -5.5 / -11.1 eV

Element x y z (Å)
Si (-0.7299, -0.1727, 0.1256)
P (1.6840, -0.5439, 0.1295)
Cl (-1.6642, -0.6465, -1.5942)
Cl (-1.9113, -0.7518, 1.6544)
Cl (-0.6786, 1.7757, 0.4820)
H (1.7403, 0.7944, 0.4373)
H (1.5597, -0.4552, -1.2346)

natural (NBO) population analysis, charges in e, atoms 1 to 5:
1 Si 0.939
2 P 0.176
3 Cl -0.359
4 Cl -0.375
5 Cl -0.333